{
  "formula": "C32H20O6S",
  "method": "ωB97M-V/def2-TZVPD",
  "elements": ["S", "O", "O", "O", "O", "O", "O", "C", "C", "C", "C", "C", "C", "C", "C", "C", "C", "C", "C", "C", "C", "C", "C", "C", "C", "C", "C", "C", "C", "C", "C", "C", "C", "C", "C", "C", "C", "C", "C", "H", "H", "H", "H", "H", "H", "H", "H", "H", "H", "H", "H", "H", "H", "H", "H", "H", "H", "H", "H"],
  "coordinates": [[-0.533578, 0.423433, -3.069301], [-3.080121, -0.617629, -3.078638], [-1.112784, 4.643126, -0.370806], [5.299750, -3.505055, 2.996676], [-5.885893, 4.315938, 2.044070], [1.958008, -4.591639, -1.045825], [-1.949473, -0.515022, -5.024888], [-4.458846, 0.957204, -0.007000], [4.099984, -7.470559, 2.430639], [3.355029, -0.682730, -0.630408], [-2.074343, 6.941979, 0.903967], [4.119168, -2.688019, 1.126730], [4.575584, -1.389766, 1.316031], [4.542895, -6.175597, 2.636458], [-4.576760, 6.785726, 2.107037], [-2.526165, 2.240054, -0.618849], [-4.246280, 3.231809, 0.740345], [0.481500, -3.008972, -3.823742], [-3.014661, 3.328530, 0.090902], [0.786067, -0.393411, -3.990432], [2.886523, -1.971748, -0.817716], [3.201500, -5.431701, 0.776341], [4.194002, -0.389501, 0.439821], [-4.819655, 4.395783, 1.473068], [-4.959908, 2.039461, 0.695274], [-3.865504, 7.972656, 2.133177], [-2.611433, 8.049136, 1.537128], [-2.207182, 4.579082, 0.149499], [0.647059, -1.831392, -3.934513], [-2.187736, -0.401492, -3.856236], [4.568401, -3.759412, 2.065029], [-3.242361, 1.057350, -0.675782], [4.092355, -5.150840, 1.814805], [2.748880, -6.730429, 0.584035], [3.196957, -7.746554, 1.409778], [3.263543, -2.977757, 0.063700], [-2.789172, 5.751939, 0.864055], [-4.041053, 5.670266, 1.477172], [2.736553, -4.357959, -0.146629], [-2.054883, 8.976443, 1.564552], [5.230715, -1.174207, 2.148302], [2.050626, -6.935960, -0.215070], [4.456740, -8.268755, 3.067645], [-2.861237, 0.214288, -1.237054], [2.846334, -8.758393, 1.256702], [-5.907128, 1.971073, 1.211760], [2.231564, -2.211997, -1.645682], [-1.102208, 6.992301, 0.434029], [5.240525, -5.950428, 3.430804], [-4.286783, 8.841881, 2.620365], [1.735712, -0.086122, -3.562387], [-5.550725, 6.715651, 2.570634], [0.053679, -3.972432, -3.713852], [-5.017578, 0.031615, -0.042941], [-0.379191, -0.008879, -1.810606], [0.695504, -0.023639, -5.005063], [3.068370, 0.103119, -1.318107], [-1.573646, 2.327679, -1.125148], [4.552773, 0.620456, 0.586159]],
  "atomic_forces_ev_per_a": [[0.6, 1.5, 0.4], [1.0, 0.4, 0.3], [0.0, 0.0, 0.0], [0.0, 0.0, 0.0], [0.0, 0.0, 0.0], [0.0, -0.1, 0.0], [0.8, 0.5, -0.1], [0.0, 0.0, 0.0], [0.0, 0.0, 0.0], [0.0, 0.0, 0.0], [0.0, 0.1, 0.0], [0.0, -0.1, 0.0], [0.0, 0.1, 0.0], [0.0, -0.1, 0.1], [0.0, 0.1, 0.0], [0.1, -0.2, 0.0], [0.0, 0.1, 0.0], [-0.6, 0.1, 0.1], [-0.1, 0.1, 0.0], [0.2, -0.5, 0.4], [0.0, 0.1, -0.1], [0.0, 0.1, 0.0], [0.0, 0.0, 0.0], [0.0, 0.0, 0.0], [0.0, -0.1, 0.0], [0.0, 0.0, 0.0], [0.0, 0.0, 0.0], [0.1, 0.0, 0.0], [0.2, 0.0, 0.0], [-2.7, -1.7, -1.2], [0.0, 0.0, 0.0], [0.1, 0.1, 0.3], [0.0, 0.1, -0.1], [0.0, -0.1, 0.0], [0.0, 0.0, 0.0], [0.0, -0.1, 0.1], [-0.1, -0.1, 0.0], [0.0, -0.1, -0.1], [0.0, 0.0, 0.0], [0.0, 0.0, 0.0], [0.0, -0.1, 0.0], [0.0, 0.1, 0.0], [0.0, 0.0, 0.0], [-0.2, 0.1, 0.2], [0.0, 0.0, 0.0], [0.0, 0.1, 0.0], [0.0, -0.1, 0.0], [0.0, -0.1, 0.0], [0.0, 0.1, 0.0], [0.0, 0.0, 0.0], [0.1, 0.2, 0.0], [0.0, -0.1, 0.0], [0.4, -0.4, 0.0], [0.0, 0.0, 0.0], [0.2, -0.4, 0.0], [-0.1, 0.2, -0.1], [0.0, 0.0, 0.0], [0.0, 0.2, 0.0], [0.0, 0.0, 0.0]],
  "homo_energy_ev": -9.711,
  "gap_ha": 0.314
}

{
  "formula": "C6H8N2",
  "method": "ωB97M-V/def2-TZVPD",
  "elements": ["N", "N", "C", "C", "C", "C", "C", "C", "H", "H", "H", "H", "H", "H", "H", "H"],
  "coordinates": [[-1.341506, 0.117003, -0.020021], [2.293018, 0.745328, 0.149836], [0.678817, -0.624550, -0.234822], [0.818291, 0.864426, -0.090494], [-0.600092, -1.108482, 0.098291], [2.209570, -0.884979, 0.089842], [-0.542328, 1.283564, 0.019233], [-2.956262, -0.134971, -0.018081], [-1.231271, -1.919737, -0.024821], [-0.974648, 2.221784, 0.460498], [2.782375, 0.804382, -0.769624], [-3.679213, 0.575222, -0.704816], [2.596452, -1.168330, -0.843142], [-3.009259, -1.227797, -0.370567], [2.229522, -1.739516, 1.005583], [-3.022511, 0.047625, 1.154368]],
  "atomic_forces_ev_per_a": [[-1.7, -0.8, 0.3], [0.7, -1.5, -0.2], [0.7, 0.3, 2.5], [-2.5, -5.1, -0.8], [1.3, 5.5, -2.5], [-4.2, 0.3, 1.8], [0.9, -0.1, 1.0], [1.9, 1.5, 1.1], [-0.2, -2.0, 0.0], [0.4, -1.0, -1.1], [-0.5, 1.0, 0.9], [2.4, -1.7, 1.9], [1.5, -0.9, -0.7], [-0.3, 1.9, 0.8], [0.8, 3.1, -2.3], [-1.2, -0.7, -2.7]],
  "e_above_lowest_kcal_mol": 145.0,
  "homo_energy_ev": -8.082,
  "gap_ha": 0.329
}

{
  "formula": "C5H20ClN10O5",
  "method": "ωB97M-V/def2-TZVPD",
  "elements": ["Cl", "O", "O", "O", "O", "O", "N", "N", "N", "N", "N", "N", "N", "N", "N", "N", "C", "C", "C", "C", "C", "H", "H", "H", "H", "H", "H", "H", "H", "H", "H", "H", "H", "H", "H", "H", "H", "H", "H", "H", "H"],
  "coordinates": [[-0.592435, 0.491135, 0.944485], [3.860468, -0.671927, -1.842322], [0.726516, 3.736890, -3.598680], [0.822691, 3.476325, 5.441728], [-0.492791, -4.792618, 1.562323], [-2.965230, -2.862276, -3.036488], [-2.679141, -0.741564, -2.108543], [2.179188, 0.028677, -0.508590], [-1.366334, -2.729128, 2.110041], [0.141393, 1.436941, 4.623813], [-0.485435, 1.915932, -2.678363], [1.384542, 2.833698, -1.579240], [-2.696861, -2.628559, -0.817646], [0.629512, -2.857775, 1.030014], [1.811389, -0.481538, -2.754248], [0.653287, 3.117934, 3.217314], [0.551938, 2.764201, 4.489580], [-2.796938, -2.156759, -2.074523], [-0.417657, -3.542987, 1.524669], [0.541448, 2.937827, -2.654906], [2.684851, -0.420303, -1.691488], [-2.605412, -2.046218, 0.002449], [1.343245, -3.340555, 0.582101], [-2.281836, -3.062717, 2.299328], [1.210882, 0.042970, -0.277843], [0.934456, 4.068848, 3.061693], [-0.757892, 1.609086, -1.723646], [-1.458777, -1.778713, 1.715202], [-1.200241, 2.236851, -3.283286], [1.022160, 0.113171, -2.871412], [0.370428, -2.017476, 0.639533], [-0.158409, 1.309841, 5.587323], [-2.395431, -3.590698, -0.813943], [-1.968314, -0.300983, -1.457283], [1.538300, 1.912287, -1.161460], [2.121488, 3.500560, -1.708456], [-2.393456, -0.495443, -3.049079], [-0.448918, 1.116183, 3.854479], [2.939450, 0.121236, 0.212192], [0.447387, 2.553721, 2.408348], [2.246484, -0.806065, -3.615161]],
  "atomic_forces_ev_per_a": [[-0.3, -0.1, -0.3], [0.9, -0.5, 0.1], [-0.9, -1.4, 2.1], [0.0, 0.2, 0.1], [0.2, 2.0, 0.0], [-0.1, -0.1, -0.7], [1.2, 0.3, -0.2], [2.5, 0.2, 0.6], [-0.1, 1.7, -0.8], [-0.1, 0.6, 0.5], [2.0, 1.1, 1.3], [-0.9, 0.3, -0.7], [0.0, -1.1, 0.6], [-0.4, -0.6, 1.1], [0.5, -1.0, -0.5], [0.5, 1.7, -1.6], [-0.3, -1.6, 0.7], [0.6, 2.0, 0.8], [-0.9, -2.9, 0.9], [0.1, -0.6, -1.6], [-0.5, 0.7, -0.7], [0.2, -0.1, -0.5], [1.1, -1.1, -0.8], [-0.3, -1.1, 0.1], [-0.8, -0.1, 0.6], [0.0, 0.0, -0.1], [-0.1, 0.5, -0.9], [0.7, -0.4, 0.6], [-1.0, 0.0, -0.4], [-0.6, 0.4, 0.2], [-0.1, 2.6, -0.8], [-0.2, -0.5, -0.6], [-0.2, 0.0, 0.6], [-1.3, -1.1, -0.6], [0.2, 0.6, 0.1], [0.6, -0.3, 0.4], [-0.3, 0.2, -0.1], [0.2, -0.2, 0.6], [-1.7, -0.2, -0.9], [-0.1, -0.4, 0.2], [-0.2, 0.3, 0.5]],
  "charge": -1,
  "e_above_lowest_kcal_mol": 10.8,
  "homo_energy_ev": -7.269,
  "gap_ha": 0.365
}

{
  "formula": "CsO4S",
  "method": "ωB97M-V/def2-TZVPD",
  "elements": ["Cs", "S", "O", "O", "O", "O"],
  "coordinates": [[27.216850, 39.897790, -31.496510], [25.124300, 42.129380, -31.064730], [24.328730, 41.131690, -30.389000], [26.401890, 41.513020, -31.362190], [25.272010, 43.382420, -30.295930], [24.584950, 42.559160, -32.350060]],
  "atomic_forces_ev_per_a": [[7.5, -15.1, -1.3], [-5.4, 6.5, 0.1], [-0.3, -1.6, 0.7], [-2.1, 12.3, 0.8], [0.9, -1.1, 0.9], [-0.6, -1.0, -1.2]],
  "charge": -1,
  "e_above_lowest_kcal_mol": 106.0,
  "homo_energy_ev": -3.640,
  "gap_ha": 0.206
}

{
  "formula": "C6H11N4",
  "method": "ωB97M-V/def2-TZVPD",
  "elements": ["N", "N", "N", "N", "C", "C", "C", "C", "C", "C", "H", "H", "H", "H", "H", "H", "H", "H", "H", "H", "H"],
  "coordinates": [[-1.975555, -1.422460, 0.898724], [-0.968403, -0.022670, -1.091162], [-1.917164, 1.473383, 0.272334], [-0.693778, 1.151188, 0.839826], [-2.053534, 0.835172, -0.823057], [1.476608, 0.251388, 0.030186], [-0.008846, 0.118819, 0.218937], [-0.846931, -1.180595, 0.243456], [1.832069, 1.461250, -0.327754], [2.437974, -0.955945, 0.165494], [-0.158653, 1.955829, 1.256647], [3.429389, -0.508893, 0.194556], [-2.378938, -0.699316, 1.426757], [-2.571603, -2.159014, 0.808048], [-0.660544, -0.062238, -2.057545], [2.146662, -1.694139, 1.000664], [2.150328, -1.624005, -0.684796], [1.172926, 2.248896, -0.507982], [2.815041, 1.865201, -0.108292], [-0.375810, -2.084765, -0.200094], [-2.851241, 1.052915, -1.554946]],
  "atomic_forces_ev_per_a": [[2.2, 2.7, 0.6], [-0.3, -0.2, -0.2], [0.0, 0.3, 0.1], [0.4, 1.7, 1.6], [0.5, 0.6, -0.2], [-0.4, -1.9, 0.5], [-2.4, -1.5, -1.4], [1.8, -1.2, -1.2], [1.9, 0.8, 1.4], [-2.8, -0.5, 0.5], [-1.0, -1.3, -0.7], [0.2, -0.9, -0.1], [-0.4, 1.2, 0.9], [-1.3, -2.8, -0.9], [0.3, -0.4, 0.1], [0.8, 1.7, -0.6], [1.1, 0.7, 0.0], [-1.4, 0.9, -0.4], [0.5, -0.6, -0.9], [-0.3, 1.0, 0.2], [0.5, -0.4, 0.6]],
  "charge": 1,
  "e_above_lowest_kcal_mol": 83.3,
  "homo_energy_ev": -13.450,
  "gap_ha": 0.380
}

{
  "formula": "C15H11BrCrN2O2S5",
  "method": "ωB97M-V/def2-TZVPD",
  "elements": ["Br", "Cr", "S", "S", "S", "S", "S", "O", "O", "N", "N", "C", "C", "C", "C", "C", "C", "C", "C", "C", "C", "C", "C", "C", "C", "C", "H", "H", "H", "H", "H", "H", "H", "H", "H", "H", "H"],
  "coordinates": [[1.889057, 2.615015, -0.675182], [-0.568586, 2.109619, -0.674554], [-3.511683, 2.834274, -2.343235], [-2.962817, 1.831256, -0.635456], [-0.757991, 4.283771, -1.694957], [-2.788195, 4.698929, -1.903990], [-0.720221, 0.784714, 1.778079], [-1.859156, 0.173240, 2.412310], [-0.669227, 2.248895, 1.681766], [-0.394461, 0.386320, 0.317327], [-0.439787, 0.787262, -2.211488], [-0.621334, -2.924343, -2.200960], [-0.480459, 0.063911, -4.491230], [-0.500463, -0.539803, -1.805061], [2.827795, -0.464830, 4.328361], [-0.439286, 1.052358, -3.544011], [0.666589, 0.292276, 2.789078], [0.453752, -0.429612, 3.950352], [-0.636090, -3.154856, -0.833991], [-0.554338, -1.614716, -2.727335], [-0.540430, -1.296621, -4.111486], [3.027307, 0.259134, 3.160101], [-0.578374, -2.094195, 0.069326], [-0.506687, -0.800533, -0.430312], [1.545786, -0.808825, 4.726153], [1.945039, 0.642067, 2.378573], [4.029718, 0.524914, 2.846763], [1.390452, -1.376616, 5.636012], [-0.699457, -4.171164, -0.459545], [-0.604105, -2.263791, 1.138709], [3.678413, -0.765362, 4.930775], [-0.583861, -2.090552, -4.848051], [-0.669753, -3.758076, -2.894725], [-0.413850, 2.100958, -3.806833], [-0.470613, 0.349203, -5.536551], [2.077055, 1.203145, 1.457927], [-0.559743, -0.687353, 4.227323]],
  "atomic_forces_ev_per_a": [[0.3, 0.1, 0.0], [-0.5, 0.1, -0.5], [0.0, 0.0, 0.0], [0.0, 0.0, 0.0], [0.1, 0.1, 0.0], [0.0, 0.1, 0.0], [0.2, 0.0, 0.3], [-0.1, 0.0, 0.0], [-0.1, 0.0, 0.2], [0.0, -0.4, -0.2], [0.0, -0.1, 0.2], [0.0, 0.0, 0.0], [0.0, -0.1, 0.0], [0.0, 0.1, -0.2], [0.1, 0.0, 0.1], [0.0, 0.0, 0.1], [-0.1, 0.1, -0.1], [0.1, -0.1, 0.1], [0.0, 0.1, 0.0], [0.0, 0.0, 0.0], [0.0, 0.1, 0.0], [-0.1, 0.1, -0.2], [0.0, -0.1, 0.0], [0.0, 0.3, 0.2], [-0.2, 0.0, -0.1], [0.1, 0.0, 0.1], [0.0, 0.0, 0.0], [0.0, 0.0, 0.0], [0.0, 0.0, 0.0], [0.0, 0.0, 0.0], [0.0, 0.0, 0.0], [0.0, 0.0, 0.0], [0.0, 0.0, 0.0], [0.0, 0.0, 0.0], [0.0, 0.0, 0.0], [0.0, 0.0, 0.0], [0.0, 0.0, 0.0]],
  "charge": -2,
  "multiplicity": 5,
  "homo_energy_ev": [0.699, -1.429],
  "gap_ha": [0.141, 0.219]
}